[1]
Formula: C10H8FNO2S
Source: the Open Molecules 2025 dataset
Level of theory: ωB97M-V/def2-TZVPD

Kohn-Sham gap (alpha / beta), eV: 7.44 / 7.45
Strongest force on any atom, eV Å⁻¹: 1.25
E_LUMO (alpha / beta), eV: -1.03 / -1.03
Relative energy (zero: lowest compared OMol25 entry of this formula, charge and spin), kJ/mol: 27.3

Structure (XYZ):
```
23
Properties=species:S:1:pos:R:3:forces:R:3
C -1.8353 0.8767 -0.4743 0.117 -0.209 0.074
C -1.0841 -1.2066 0.4707 -0.019 0.305 -0.041
C -3.1317 0.4047 -0.5066 -0.142 -0.081 0.043
C -2.3795 -1.6865 0.4457 -0.307 0.041 -0.065
C -0.7973 0.0821 0.0164 -0.423 -0.169 -0.032
C -3.3872 -0.8734 -0.0401 0.172 -0.010 0.024
C 0.9993 1.8660 -0.0666 0.149 -0.591 0.078
C 0.5680 0.5862 0.0576 0.043 0.811 0.200
C 1.7368 -0.2537 0.2986 0.900 0.541 -0.676
C 2.4844 1.9111 0.0291 -0.187 0.359 0.181
N 2.7942 0.5273 0.2588 -0.338 -0.435 0.336
O 3.6109 -1.9514 -0.2844 0.249 0.072 0.087
O 1.4711 -3.0094 0.3298 -0.070 -0.123 0.130
F -4.6527 -1.3345 -0.0683 0.141 0.043 0.002
S 2.1551 -1.9879 -0.4478 -0.063 -0.415 -0.121
H -1.6267 1.8669 -0.8474 0.004 0.126 -0.068
H -0.2917 -1.8409 0.8343 0.050 -0.097 0.061
H -3.9401 1.0075 -0.8881 -0.100 0.046 -0.037
H -2.6112 -2.6798 0.7939 -0.044 -0.116 0.034
H 0.4080 2.7517 -0.1982 -0.182 0.152 -0.050
H 2.9545 2.2882 -0.8867 0.015 -0.121 0.027
H 2.8331 2.5334 0.8601 -0.018 -0.007 -0.043
H 3.7221 0.1224 0.3135 0.050 -0.122 -0.145
```
Forces are in eV/Å.

[2]
Formula: C10H8N2
Source: the Open Molecules 2025 dataset
Level of theory: ωB97M-V/def2-TZVPD

Kohn-Sham gap, eV: 9.52
Strongest force on any atom, eV Å⁻¹: 7.78
E_LUMO, eV: 0.52
Relative energy (zero: lowest compared OMol25 entry of this formula, charge and spin), kJ/mol: 276.5

Structure (XYZ):
```
20
Properties=species:S:1:pos:R:3:forces:R:3
C -3.3884 -0.0660 -0.0357 -4.102 3.770 -0.290
C -2.7217 1.1167 -0.3965 3.822 -1.276 -0.116
C -1.2625 1.0655 -0.4142 -2.777 4.388 -0.849
C -0.6164 -0.0397 -0.0230 -0.074 -0.640 0.747
C -1.2883 -1.1786 0.4580 -4.920 5.805 -1.609
C -2.7388 -1.1278 0.4856 2.333 -5.498 1.746
C 0.8448 -0.0257 -0.0256 2.490 -0.232 1.090
C 2.8002 -1.1481 -0.4971 0.843 1.914 0.491
C 3.4889 -0.0097 0.0286 5.327 -1.453 -0.828
C 2.8313 1.0396 0.5256 -3.018 0.177 -0.041
H -4.5844 0.1409 -0.1013 2.897 -1.416 0.495
H -3.1401 2.0684 -0.6699 -0.678 -0.177 -0.144
H -0.6863 2.0401 -0.7211 -1.101 -2.112 0.633
H -0.5617 -1.8142 0.3928 2.956 -5.621 1.116
H -3.2244 -2.1695 0.9643 0.816 3.225 -1.655
H 3.4653 -1.8947 -1.0339 -1.588 0.386 0.918
H 4.7252 0.1535 0.0675 -3.444 -1.125 -0.436
H 3.0910 1.9676 0.9391 1.821 0.800 0.504
N 1.4564 -1.1611 -0.4227 1.104 -0.248 -0.994
N 1.5099 1.0429 0.4795 -2.707 -0.665 -0.778
```
Forces are in eV/Å.

[3]
Formula: C10H8N2O2
Source: the Open Molecules 2025 dataset
Level of theory: ωB97M-V/def2-TZVPD

Kohn-Sham gap, eV: 8.47
Strongest force on any atom, eV Å⁻¹: 5.52
E_LUMO, eV: -0.23
Relative energy (zero: lowest compared OMol25 entry of this formula, charge and spin), kJ/mol: 409.9

Structure (XYZ):
```
22
Properties=species:S:1:pos:R:3:forces:R:3
C -2.7372 -0.6553 0.1419 -5.010 1.437 0.697
C -2.5818 -2.0354 -1.9001 0.680 1.478 3.759
C -0.7622 -0.5585 -1.2781 -1.381 0.159 0.665
C -1.4696 -0.0990 -0.1806 1.469 -2.353 -1.036
C 0.3528 0.8139 1.0099 -2.810 -4.591 -1.220
C 0.7345 1.9204 0.4090 2.112 3.922 0.795
C 2.1106 2.3620 0.5137 -1.570 -4.452 1.176
C 3.0288 1.3009 1.0271 -2.273 2.261 0.244
C 2.5178 0.0554 1.5445 0.474 -1.082 -1.837
C 1.1636 -0.2355 1.3408 2.066 -2.316 2.416
H -2.9809 -2.9363 -2.5404 0.898 2.171 1.267
H -0.6711 -2.2803 -2.9094 -2.231 4.376 2.487
H 0.2451 -0.2910 -1.3908 1.192 0.358 -0.411
H -0.1297 2.5550 0.2423 0.435 0.558 -0.673
H 2.2081 3.4223 0.3696 1.198 0.015 -0.331
H 4.0121 1.6928 1.1661 0.787 -0.538 0.171
H 3.0264 -0.9549 1.8559 0.182 2.828 -0.471
H 0.9549 -1.3660 1.6426 -0.682 2.924 -0.778
N -3.1373 -1.7508 -0.6783 0.547 -0.914 -3.867
N -1.3454 -1.3171 -2.3255 -0.627 -5.354 -0.719
O -3.5166 -0.1061 1.0058 2.934 -2.881 -3.161
O -1.0229 0.4635 0.9340 1.610 1.992 0.827
```
Forces are in eV/Å.